(1)
54
Properties=species:S:1:pos:R:3:forces:R:3 method="wB97M-V/def2-TZVPD" e_tot_ha=-1227.17293 homo_energy_ev=-7.978 lumo_energy_ev=-1.8 largest_force_ev_per_a=3.681 homo_lumo_gap_ev=6.15
C -1.9289 0.3769 3.3887 0.018 -0.149 0.116
N -2.1821 1.7317 2.9898 -0.369 -0.295 0.583
C -1.0032 2.5644 3.0868 -0.232 0.042 -0.463
C -1.4249 3.9998 2.8258 0.073 0.110 -0.101
O -2.1507 4.0955 1.5995 -0.171 -0.144 0.270
C -3.3256 3.2850 1.5739 0.075 0.112 -0.127
C -2.9737 1.8215 1.7816 0.409 0.280 0.078
H -2.8795 -0.1706 3.4162 0.263 -0.038 0.057
H -1.2406 -0.1397 2.6934 -0.090 -0.030 0.155
H -1.4807 0.3873 4.3901 -0.094 -0.205 -0.183
H -0.6118 2.4473 4.1059 0.076 0.148 -0.248
H -0.2196 2.2625 2.3611 -0.068 0.036 0.129
H -2.0412 4.3383 3.6828 0.151 0.045 -0.402
H -0.5498 4.6526 2.6896 -0.336 -0.162 0.215
H -4.0320 3.5835 2.3743 0.253 0.075 -0.327
H -3.7651 3.4530 0.5798 -0.021 -0.035 0.402
H -2.4335 1.4244 0.8968 -0.081 0.052 0.083
H -3.8791 1.2205 1.9443 0.137 0.157 -0.202
O 4.5782 1.5290 0.5898 0.173 -0.715 0.071
C 4.4921 0.6972 -0.3319 0.487 0.099 -0.069
O 4.9058 -0.4644 -0.5321 0.012 0.576 0.650
C 3.5991 1.1873 -1.5105 0.932 0.432 -0.454
C 4.2125 0.9347 -2.9067 0.292 0.569 0.331
C 3.2696 -0.0163 -3.5474 -0.555 -0.421 0.133
C 2.2201 -0.3218 -2.6612 0.047 -0.610 -1.490
C 1.2470 -1.2621 -2.9936 -0.038 -0.037 -0.232
C 1.3248 -1.8880 -4.2416 0.342 0.304 0.097
C 2.3790 -1.5941 -5.1214 -0.164 -0.049 0.099
C 3.3597 -0.6606 -4.7763 -0.240 0.060 0.274
N 2.4227 0.3383 -1.4507 -2.414 -0.043 2.779
C 1.7397 0.1693 -0.2987 2.007 0.886 -1.773
C 0.4525 -0.4000 -0.2267 -1.600 -1.338 1.118
C 0.1058 -1.2851 0.7841 1.257 1.401 -1.324
C -1.0367 -2.1621 0.7471 -1.473 -0.792 0.033
C -1.1353 -3.2498 1.6592 0.269 0.722 -0.476
C -2.2103 -4.1265 1.6084 -0.351 -0.016 -0.268
C -3.2296 -3.9456 0.6579 0.467 0.220 0.155
C -3.1485 -2.8807 -0.2489 0.065 0.027 0.082
C -2.0717 -1.9968 -0.2122 0.350 -0.283 0.473
H 3.3164 2.2384 -1.3825 -0.116 -0.349 0.087
H 4.2927 1.8925 -3.4340 -0.048 -0.236 -0.110
H 5.2195 0.5033 -2.8345 -0.285 0.039 0.143
H 0.4541 -1.5047 -2.2975 0.117 -0.168 -0.265
H 0.5636 -2.6150 -4.5190 0.215 0.146 0.048
H 2.4350 -2.1157 -6.0792 -0.018 0.191 0.292
H 4.1990 -0.4284 -5.4320 -0.267 -0.160 0.073
H 2.2293 0.5250 0.6165 0.164 0.038 -0.461
H -0.2643 -0.1188 -1.0099 0.447 -0.502 0.206
H 0.8145 -1.4137 1.6103 -0.113 -0.105 -0.345
H -0.3284 -3.3919 2.3844 -0.327 0.017 -0.195
H -2.2609 -4.9648 2.3051 0.011 0.268 -0.193
H -4.0767 -4.6323 0.6251 0.268 0.203 -0.002
H -3.9331 -2.7398 -0.9953 0.234 -0.046 0.251
H -2.0153 -1.1699 -0.9248 -0.139 -0.326 0.230

(2)
56
Properties=species:S:1:pos:R:3:forces:R:3 method="wB97M-V/def2-TZVPD" e_tot_ha=-1336.79612 homo_energy_ev=-8.137 lumo_energy_ev=0.2 largest_force_ev_per_a=1.084 homo_lumo_gap_ev=8.30 smiles="CCOc1ccc(-n2nc(C(=O)N3CCN(CC)CC3)c3ccccc3c2=O)cc1"
C 4.7476 0.3881 -4.1043 0.035 0.248 0.336
C 5.3955 1.0680 -2.9012 0.146 -0.324 -0.265
O 4.6065 2.1174 -2.3769 -0.128 0.207 0.070
C 3.5255 1.8370 -1.6051 -0.244 0.081 0.170
C 3.1249 0.5685 -1.1950 0.316 0.033 -0.213
C 2.0140 0.4218 -0.3851 -0.225 0.285 0.203
C 1.2821 1.5269 0.0212 0.565 -0.055 -0.317
C 1.6707 2.7975 -0.3901 -0.044 -0.148 0.000
C 2.7816 2.9452 -1.1897 0.160 -0.158 -0.144
H 3.1007 3.9224 -1.5147 0.029 0.123 -0.037
H 1.1096 3.6632 -0.0801 -0.023 0.056 0.033
N 0.1349 1.3357 0.8359 -0.133 0.348 0.344
N -0.6303 0.3055 0.4747 -0.808 -0.676 -0.254
C -1.7089 0.0091 1.1218 0.439 0.445 -0.161
C -2.1448 0.7610 2.2708 0.217 0.456 0.315
C -3.3031 0.4775 3.0038 -0.035 -0.046 -0.022
C -3.6271 1.2429 4.1007 0.015 -0.076 -0.022
C -2.8091 2.2991 4.4999 0.077 0.057 -0.029
C -1.6645 2.5897 3.7936 0.082 0.021 -0.045
C -1.3221 1.8273 2.6753 -0.433 -0.278 0.031
C -0.1017 2.1558 1.9356 0.131 0.018 0.107
O 0.6675 3.0465 2.2405 -0.093 0.030 0.058
H -1.0103 3.4007 4.0758 0.039 0.056 0.031
H -3.0773 2.8893 5.3634 -0.009 0.054 0.060
H -4.5248 1.0233 4.6595 -0.070 -0.033 0.028
H -3.9429 -0.3303 2.6871 -0.064 -0.036 -0.023
C -2.5822 -1.0610 0.5352 -0.033 -0.161 0.003
O -3.7717 -0.8419 0.3683 -0.118 0.254 0.037
N -2.0193 -2.2461 0.2272 -0.017 -0.186 0.005
C -0.6254 -2.6017 0.2999 0.592 0.072 -0.062
H -0.0797 -1.8846 0.9090 -0.043 -0.181 -0.034
C -0.0427 -2.6653 -1.1130 0.013 -0.104 0.258
N -0.7741 -3.6501 -1.8919 -0.075 -0.007 -0.061
C -2.1779 -3.2803 -1.9615 -0.107 -0.089 0.208
C -2.7691 -3.2067 -0.5540 -0.400 0.005 -0.383
H -3.8098 -2.8827 -0.5906 0.130 -0.104 0.027
H -2.7002 -4.1865 -0.0724 -0.016 0.037 -0.028
H -2.7117 -4.0400 -2.5367 -0.002 0.050 -0.014
H -2.3173 -2.3028 -2.4574 -0.027 -0.041 -0.003
C -0.2026 -3.8576 -3.2124 0.138 -0.142 0.008
C 1.1256 -4.6037 -3.1533 -0.216 0.179 -0.065
H 1.4080 -4.9246 -4.1527 0.104 -0.025 -0.086
H 1.0255 -5.4796 -2.5184 0.015 -0.112 0.058
H 1.9228 -3.9771 -2.7626 0.128 0.019 0.029
H -0.9148 -4.4640 -3.7779 0.001 0.088 -0.015
H -0.0721 -2.9021 -3.7515 -0.082 -0.047 -0.008
H 1.0026 -2.9700 -1.0549 0.039 0.060 0.013
H -0.0988 -1.6596 -1.5666 0.049 -0.042 0.020
H -0.5542 -3.5948 0.7579 0.040 0.082 -0.017
H 1.7108 -0.5623 -0.0644 -0.026 -0.094 0.023
H 3.6713 -0.3150 -1.4848 0.067 -0.051 -0.065
H 6.3238 1.5571 -3.2097 -0.089 -0.121 0.103
H 5.6360 0.3366 -2.1199 0.010 0.112 -0.030
H 5.4159 -0.3725 -4.4987 0.056 -0.103 -0.062
H 4.5519 1.1235 -4.8804 -0.012 0.038 -0.090
H 3.8046 -0.0775 -3.8286 -0.067 -0.074 -0.027